{"formula": "C2H6N2O", "method": "ωB97M-V with the def2-TZVPD basis set", "de_lowest_kj_mol": 98.08, "homo_ev": -9.8, "e_tot_ha": -264.5500, "smiles": "NCC(N)=O", "species": ["N", "C", "C", "N", "O", "H", "H", "H", "H", "H", "H"], "xyz": [[1.464, 0.157, -0.084], [0.456, -0.875, 0.192], [-1.073, -0.252, 0.091], [-1.186, 1.101, 0.128], [-1.983, -0.952, -0.156], [2.440, -0.159, -0.171], [1.297, 0.581, -0.967], [0.605, -1.754, -0.351], [0.501, -1.079, 1.266], [-0.543, 1.842, 0.449], [-1.978, 1.390, -0.398]], "mulliken_charge": [-0.6184, -0.3854, 0.4363, -0.3831, -0.5391, 0.2192, 0.2120, 0.3357, 0.2532, 0.2511, 0.2183]}

{"formula": "C2H6N2O", "method": "ωB97M-V with the def2-TZVPD basis set", "de_lowest_kj_mol": 251.48, "homo_ev": -9.7, "e_tot_ha": -264.4915, "smiles": "NC=O.C=N", "species": ["N", "C", "O", "H", "H", "H", "C", "N", "H", "H", "H"], "xyz": [[-0.076, -0.842, -1.231], [-0.280, -0.551, -2.570], [-1.158, 0.130, -3.033], [-0.317, -1.782, -0.947], [-0.211, -0.187, -0.473], [0.451, -1.039, -3.236], [0.619, 1.119, 2.371], [0.018, 0.201, 1.739], [1.474, 1.649, 1.954], [0.449, 1.187, 3.455], [-0.968, 0.114, 1.970]], "mulliken_charge": [-0.3644, 0.0825, -0.4848, 0.2173, 0.2699, 0.3242, -0.3055, -0.4355, 0.2461, 0.2235, 0.2265]}

{"formula": "C2H6N2O", "method": "ωB97M-V with the def2-TZVPD basis set", "de_lowest_kj_mol": 255.99, "homo_ev": -9.5, "e_tot_ha": -264.4898, "smiles": "CN(N)C=O", "species": ["C", "N", "N", "C", "O", "H", "H", "H", "H", "H", "H"], "xyz": [[1.544, -0.733, 0.050], [0.363, 0.005, -0.106], [0.337, 1.413, 0.035], [-0.860, -0.634, 0.007], [-1.921, -0.077, 0.045], [2.397, -0.196, -0.615], [2.012, -0.996, 1.144], [1.325, -1.769, -0.491], [0.562, 1.797, -0.921], [0.821, 1.798, 0.821], [-0.758, -1.748, -0.146]], "mulliken_charge": [-0.7938, 0.2118, -0.5340, 0.1600, -0.4845, 0.2654, 0.2271, 0.2993, 0.2390, 0.2225, 0.1872]}